The following is a DFT calculation (ωB97M-V/def2-TZVPD) of a molecular structure, C42H43AsNO3OsP2S.

Geometry as ORCA input:
```
! wB97M-V def2-TZVPD RIJCOSX def2/J DEFGRID3
* xyz 3 5
Os -0.77641 -0.22918 -0.72601
O -2.19961 1.88948 1.16683
S -0.86564 1.31025 1.04190
C -0.41995 0.57998 2.59729
C -0.41932 1.34721 3.76304
C -0.29230 0.70067 4.98094
C -0.20205 -0.68888 5.03121
C -0.26559 -1.44123 3.86908
C -0.39161 -0.81267 2.63067
P -0.70992 -1.79639 1.11990
C 0.54310 -3.09247 1.13807
C 1.78218 -2.85201 0.54683
C 2.77995 -3.81318 0.59068
C 2.54224 -5.02419 1.23176
C 1.31113 -5.26865 1.82444
C 0.30812 -4.30907 1.77722
C -2.32862 -2.51821 1.39572
C -3.21986 -1.94441 2.30585
C -4.48436 -2.48891 2.46160
C -4.86158 -3.59428 1.71102
C -3.98113 -4.15468 0.79378
C -2.71560 -3.61883 0.62451
C 0.27121 2.60919 0.60382
C 1.00555 3.36415 1.50626
C 1.65207 4.50947 1.05772
C 1.53991 4.89878 -0.26904
C 0.80234 4.13602 -1.16802
C 0.16496 2.97447 -0.74872
P -0.85408 1.92868 -1.85184
C -2.50369 2.60342 -1.97623
C -3.59959 1.75949 -1.81226
C -4.88157 2.26406 -1.96635
C -5.06337 3.60430 -2.27565
C -3.96934 4.44768 -2.43879
C -2.68661 3.94979 -2.29571
C -0.11221 1.98037 -3.49398
C -0.95301 1.69184 -4.57137
C -0.43405 1.63356 -5.85625
C 0.91791 1.86205 -6.07499
C 1.75951 2.15083 -5.00745
C 1.24988 2.20798 -3.71846
H -0.57279 2.41816 3.72803
H -0.30095 1.27588 5.89759
H -0.12628 -1.18705 5.98955
H -0.25423 -2.52338 3.92696
H 1.94646 -1.91393 0.03030
H 3.73445 -3.63848 0.10847
H 3.31244 -5.78385 1.25552
H 1.12384 -6.21553 2.31317
H -0.65744 -4.52078 2.21934
H -2.94430 -1.07658 2.89307
H -5.17359 -2.05120 3.17101
H -5.84770 -4.02048 1.84018
H -4.28128 -5.01202 0.20643
H -2.03851 -4.04861 -0.10095
H 1.06209 3.09008 2.54990
H 2.21928 5.11548 1.75256
H 2.02289 5.80588 -0.60805
H 0.72869 4.45345 -2.20059
H -3.46422 0.71162 -1.56653
H -5.73627 1.61278 -1.84390
H -6.06453 3.99735 -2.39241
H -4.11950 5.49101 -2.68108
H -1.83908 4.61103 -2.43530
H -2.01233 1.52870 -4.41233
H -1.09088 1.42178 -6.68923
H 1.31560 1.82891 -7.08060
H 2.80884 2.34945 -5.18188
H 1.91537 2.45353 -2.89805
N 1.35514 -0.56132 -2.03458
C 1.59010 -1.81428 -2.81318
C 0.31800 -2.20247 -3.56423
C -0.70417 -2.47015 -2.50042
O -0.82920 -3.48705 -1.89220
O -1.41341 -1.33996 -2.13437
H 1.35242 0.19410 -2.71466
H 2.16466 -0.38427 -1.44939
H 1.86181 -2.61473 -2.12574
H 2.41277 -1.66499 -3.51294
H 0.48480 -3.11365 -4.13599
H 0.00418 -1.40107 -4.23356
C 3.60017 1.71913 3.55339
As 3.20572 0.21553 2.41875
C 3.25371 -1.35682 3.52610
C 4.61430 0.09551 1.10996
H 4.52299 1.44273 4.07164
H 2.80408 1.86677 4.27960
H 3.75928 2.61518 2.95884
H 4.30959 -1.48540 3.78259
H 2.88650 -2.22610 2.98539
H 2.66603 -1.17777 4.42302
H 5.54046 0.15971 1.68850
H 4.56770 0.92391 0.40703
H 4.56737 -0.86225 0.59629
*
```

Results
lowest unoccupied orbital energy (alpha / beta)	-7.9517 / -11.1132	eV
ΔE to the lowest compared entry with this formula, charge and spin	2.204	eV
E_HOMO (alpha / beta)	-15.849 / -16.063	eV
⟨S²⟩	6.02
HOMO-LUMO gap (alpha / beta)	7.9 / 4.9	eV

---

The following is a DFT calculation (ωB97M-V/def2-TZVPD) of a molecular structure, C29H50Cl6N2O11Zr at a distorted geometry.

Geometry as ORCA input:
```
! wB97M-V def2-TZVPD RIJCOSX def2/J DEFGRID3
* xyz 2 1
Zr 2.03366 2.56246 -0.69468
C 2.65034 -0.69596 3.18956
C 3.66593 -0.45992 2.05697
C 4.82875 -1.47997 2.03542
C 4.38966 -2.90995 1.58805
C 3.80287 -2.71440 0.21041
C 2.58796 -1.76873 0.16103
N 3.04972 -0.49981 0.70899
O 2.21819 0.61775 0.40312
C 1.29427 -2.41928 0.67912
C 2.45547 -1.48844 -1.38032
C 4.47655 0.89161 2.13377
H 1.65068 -0.54569 2.78102
H 2.73310 0.06403 3.96547
H 2.76002 -1.69458 3.60796
H 5.30527 -1.60541 3.00939
H 5.61456 -1.16376 1.34990
H 3.63238 -3.33116 2.25017
H 5.26644 -3.55411 1.54572
H 3.49593 -3.72710 -0.06667
H 4.55663 -2.40065 -0.51208
H 0.58315 -1.59921 0.79491
H 1.44263 -2.84506 1.67205
H 0.97757 -3.20418 -0.00461
H 3.19308 -0.79486 -1.78658
H 1.51277 -1.00702 -1.64827
H 2.55585 -2.46395 -1.85541
H 5.02281 1.13047 3.04656
H 3.82685 1.77023 2.07950
H 5.14107 0.85821 1.27231
C -1.80186 3.36012 1.44158
C -2.06046 1.94326 0.84871
C -3.59776 1.73127 0.79967
C -4.04975 0.70483 -0.23880
C -3.52095 1.02498 -1.63088
C -2.00085 1.01384 -1.63029
N -1.52977 1.93673 -0.57683
O -0.13143 2.24063 -0.59386
C -1.50580 1.60338 -2.99730
C -1.37388 -0.43266 -1.49247
C -1.40994 0.88924 1.73304
H -2.39316 3.43808 2.35465
H -2.14849 4.14901 0.77381
H -0.74799 3.54855 1.64457
H -4.09569 2.69898 0.78381
H -3.79410 1.24504 1.75779
H -5.13947 0.74828 -0.27756
H -3.80243 -0.31111 0.06267
H -3.87199 2.00547 -1.96337
H -4.06053 0.36929 -2.31372
H -2.13759 1.40807 -3.86187
H -0.47527 1.29978 -3.17476
H -1.40934 2.68768 -2.90738
H -2.11571 -1.17848 -1.78420
H -0.93125 -0.69259 -0.53407
H -0.66466 -0.67711 -2.28715
H -1.76095 0.81259 2.76547
H -0.31980 0.91386 1.71486
H -1.78418 -0.09452 1.42982
C -2.97076 -3.35597 0.89738
Cl -3.92083 -3.02502 -0.55006
Cl -2.73506 -5.13617 0.93991
Cl -3.75559 -2.67855 2.33182
H -2.08860 -2.72746 0.81676
C -4.55092 0.62244 5.08699
Cl -5.70819 1.87923 5.50018
Cl -5.29550 -0.96587 5.22617
Cl -3.12115 0.74283 6.20464
H -4.14856 0.68696 4.08153
C 1.14140 3.89307 4.86878
C 1.58814 2.44129 4.74393
O 1.64689 2.22423 3.33475
C 1.64425 3.30289 2.66482
O 1.75259 3.37595 1.43611
O 1.48686 4.30994 3.49383
H 1.74915 4.54287 5.49461
H 0.12030 4.02564 5.22379
H 0.83871 1.75044 5.12684
H 2.51070 2.23160 5.28294
C -2.50028 -2.84779 -4.24092
C -3.65899 -1.93343 -4.09452
O -4.64542 -2.77706 -3.51997
C -4.35509 -4.03703 -3.95657
O -5.00689 -4.99848 -3.70441
O -3.15503 -4.05531 -4.53494
H -1.78626 -2.93236 -3.42161
H -2.00211 -2.58083 -5.17652
H -3.92462 -1.28051 -4.92488
H -3.37764 -1.27448 -3.26977
C 3.16636 1.42537 -5.96696
C 2.42516 0.03995 -5.95552
O 1.89402 -0.01594 -4.59010
C 2.11384 1.14802 -4.02431
O 1.76244 1.40774 -2.87417
O 2.59496 2.06882 -4.83466
H 3.07489 1.91828 -6.93184
H 4.23711 1.33226 -5.78271
H 3.17028 -0.74091 -6.07610
H 1.70029 0.08524 -6.76400
*
```

Results
lowest unoccupied orbital energy	-8.0591	eV
E_HOMO	-12.880	eV
HOMO-LUMO gap	4.8	eV

---

The following is a DFT calculation (ωB97M-V/def2-TZVPD) of a single C4H5NO molecule at a distorted geometry.

Geometry as ORCA input:
```
! wB97M-V def2-TZVPD RIJCOSX def2/J DEFGRID3
* xyz 0 1
C 0.00862 1.49848 0.65905
C 0.18298 0.32067 -0.14707
C 0.71432 -0.88862 0.02446
C -0.12519 -1.76685 -0.66699
N -1.10512 -1.18652 -1.04103
O -0.98689 0.07913 -0.94793
H 1.14980 1.93431 0.94838
H -0.30969 2.43319 -0.11489
H -0.94326 1.50745 1.41469
H 1.51132 -1.03608 0.84278
H -0.09689 -2.89515 -0.97145
*
```

Results
lowest unoccupied orbital energy	0.8572	eV
SMILES string	Cc1ccno1
ΔE to the lowest compared entry with this formula, charge and spin	4.084	eV
E_HOMO	-9.594	eV
HOMO-LUMO gap	10.5	eV

---

The following is a DFT calculation (ωB97M-V/def2-TZVPD) of a gas-phase ion, C4H2Cl2O5P (charge -1) at a distorted geometry.

Geometry as ORCA input:
```
! wB97M-V def2-TZVPD RIJCOSX def2/J DEFGRID3
* xyz -1 1
O 2.19780 -1.76146 0.03463
C 1.30528 -0.99838 0.36159
O 0.98726 -0.79663 1.63090
P 0.05075 0.66875 2.18076
O -0.98450 -0.03829 2.99640
C -0.63936 0.56246 0.30016
O -1.12659 1.71419 -0.19694
O -1.64765 -0.40385 0.43957
C 0.48100 -0.18788 -0.53578
C 0.64873 -0.01241 -1.84144
Cl -0.45256 0.94788 -2.76878
Cl 2.10842 -0.38212 -2.70476
H -1.54644 1.62426 -1.08884
H -1.38214 -0.93651 1.19252
*
```

Results
lowest unoccupied orbital energy	2.8660	eV
SMILES string	O=C1OP([O-])C(O)(O)C1=C(Cl)Cl
ΔE to the lowest compared entry with this formula, charge and spin	0.653	eV
E_HOMO	-4.413	eV
HOMO-LUMO gap	7.3	eV

---

The following is a DFT calculation (ωB97M-V/def2-TZVPD) of a molecular structure, C27H16AgN3O8S2Se at a distorted geometry.

Geometry as ORCA input:
```
! wB97M-V def2-TZVPD RIJCOSX def2/J DEFGRID3
* xyz -2 1
Ag -0.09965 1.37460 1.24682
S -5.10147 -0.47315 3.43876
C -6.47375 -1.34236 3.95042
C -6.95860 -2.15640 2.96990
C -6.19142 -2.06865 1.77697
C -5.14620 -1.19239 1.87505
C -4.12586 -0.85484 0.86241
C -3.13539 0.11421 1.15276
N -2.20015 0.44507 0.30065
C -2.14161 -0.14717 -0.89687
C -3.05186 -1.13685 -1.27727
C -2.89687 -1.78725 -2.55270
C -1.87339 -1.47351 -3.37340
C -0.91754 -0.45734 -3.01346
C 0.17941 -0.12230 -3.82309
C 1.06178 0.84613 -3.41992
C 0.78147 1.50658 -2.20277
N -0.23692 1.22206 -1.43771
C -1.06394 0.23124 -1.80481
C 2.25650 1.20042 -4.21406
C 2.61162 0.77399 -5.46150
C 3.84857 1.31471 -5.91265
C 4.41372 2.14398 -4.99381
S 3.45368 2.27115 -3.59034
C -4.06723 -1.47197 -0.36206
H -6.85301 -1.20826 4.95207
H -7.82003 -2.80010 3.09054
H -6.41340 -2.63483 0.88091
H -3.05195 0.61264 2.12947
H -3.61048 -2.55548 -2.83109
H -1.74670 -1.98832 -4.32011
H 0.32448 -0.65009 -4.75986
H 1.42625 2.30307 -1.83867
H 2.00621 0.09397 -6.04657
H 4.29220 1.09253 -6.87423
H 5.34588 2.68338 -5.06336
H -4.78487 -2.24137 -0.63122
O 2.06754 2.44459 0.52900
C 2.93766 2.06810 1.28803
C 3.25956 0.68255 1.64358
C 4.45728 0.48414 2.29684
C 4.85890 -0.77666 2.71960
C 3.98916 -1.87884 2.55705
C 2.78941 -1.71318 1.94641
C 2.36492 -0.44228 1.38839
O 1.30789 -0.36229 0.73294
N 6.14432 -0.96212 3.30554
O 6.91864 -0.00827 3.36789
O 6.50603 -2.10831 3.57872
H 3.59497 2.81545 1.77934
H 5.11151 1.32869 2.47924
H 4.29278 -2.84153 2.94563
H 2.10250 -2.54310 1.83693
O -1.97679 1.19145 3.75543
Se -0.95234 2.48243 3.57441
O -1.27005 3.16278 2.08158
O 0.61893 1.93577 3.49618
O -1.16228 3.57351 4.77208
*
```

Results
lowest unoccupied orbital energy	3.6804	eV
ΔE to the lowest compared entry with this formula, charge and spin	0.258	eV
E_HOMO	-1.508	eV
HOMO-LUMO gap	5.2	eV

---

The following is a DFT calculation (ωB97M-V/def2-TZVPD) of a molecular structure, C23H21ClN5Tc.

Geometry as ORCA input:
```
! wB97M-V def2-TZVPD RIJCOSX def2/J DEFGRID3
* xyz 3 2
Tc 0.13128 0.28347 -0.35588
C -1.47009 -2.09576 0.57167
N -1.65679 -0.62812 0.29985
C -2.83365 -0.28254 -0.56549
C -2.37991 0.73722 -1.55912
N -1.05639 0.97850 -1.74479
C -0.95142 1.86682 -2.83900
C 0.15109 2.43303 -3.46024
C -0.11083 3.30132 -4.50593
C -1.41979 3.59905 -4.91263
C -2.52120 3.03876 -4.29157
C -2.24660 2.16796 -3.25054
N -3.10051 1.42863 -2.41055
C 0.00010 -2.38211 0.56869
N 0.86428 -1.51184 -0.00188
C 2.13486 -2.12482 0.01394
C 3.37014 -1.69447 -0.44924
C 4.43478 -2.55530 -0.25378
C 4.27845 -3.79621 0.38390
C 3.05061 -4.22642 0.84955
C 1.98960 -3.35801 0.64483
N 0.62752 -3.46533 0.97420
H -1.92657 -2.65829 -0.24580
H -1.96805 -2.38468 1.49707
H -1.80542 -0.16238 1.19835
H -3.66746 0.06427 0.04457
H -3.15338 -1.17793 -1.10272
H 1.16895 2.20566 -3.16971
H 0.71601 3.76164 -5.02901
H -1.57036 4.28432 -5.73529
H -3.53035 3.26979 -4.60471
H -4.11137 1.41054 -2.48057
H 3.50681 -0.74900 -0.95881
H 5.41616 -2.27018 -0.60718
H 5.14296 -4.43328 0.50984
H 2.93084 -5.18365 1.33865
H 0.19568 -4.27336 1.40647
Cl -2.19791 2.17265 1.72616
C -0.97928 1.54229 2.80369
C -1.31966 1.25847 4.10853
C -0.35661 0.70524 4.95129
C 0.92777 0.42567 4.48363
C 1.26172 0.71405 3.17594
C 0.31933 1.30083 2.31478
C 0.70293 1.67173 0.94612
H -2.31536 1.47782 4.46965
H -0.61576 0.49757 5.98112
H 1.67044 0.00811 5.14928
H 2.27194 0.53766 2.82520
H 1.79413 1.71177 0.77459
H 0.20635 2.55884 0.52290
*
```

Results
lowest unoccupied orbital energy (alpha / beta)	-11.2741 / -12.0454	eV
ΔE to the lowest compared entry with this formula, charge and spin	0.400	eV
E_HOMO (alpha / beta)	-17.591 / -17.574	eV
⟨S²⟩	0.77
HOMO-LUMO gap (alpha / beta)	6.3 / 5.5	eV

---

The following is a DFT calculation (ωB97M-V/def2-TZVPD) of 2 unconnected molecules or ions with the total composition C2HNOS2 at a distorted geometry.

Geometry as ORCA input:
```
! wB97M-V def2-TZVPD RIJCOSX def2/J DEFGRID3
* xyz 0 1
C -1.62518 0.14477 0.32023
C 1.17566 0.53095 0.24948
N -1.29898 -0.60431 -0.57533
O -1.98625 0.59234 1.33758
S 2.50918 0.47609 -0.80873
S 2.27025 -0.61149 1.02512
H -1.04469 -0.52835 -1.54836
*
```

Results
lowest unoccupied orbital energy	-1.0012	eV
ΔE to the lowest compared entry with this formula, charge and spin	1.993	eV
E_HOMO	-9.371	eV
HOMO-LUMO gap	8.4	eV

---

The following is a DFT calculation (ωB97M-V/def2-TZVPD) of 2 unconnected molecules or ions with the total composition C9H14 at a distorted geometry.

Geometry as ORCA input:
```
! wB97M-V def2-TZVPD RIJCOSX def2/J DEFGRID3
* xyz 0 1
C 1.45124 0.02242 -1.70233
C 0.95067 1.02542 -0.68978
C 1.80490 2.04618 -0.27690
C 1.31285 3.04656 0.53129
C 0.00927 3.03616 1.03256
C -0.83893 2.01878 0.65040
C -0.31203 0.99885 -0.14261
H 0.67456 -0.66000 -2.02109
H 2.30012 -0.55111 -1.31286
H 1.84687 0.58355 -2.53582
H 2.74993 2.16084 -0.77827
H 1.96437 3.86592 0.82489
H -0.34602 3.84477 1.64271
H -1.90743 2.00795 0.85657
H -0.88098 0.12967 -0.44095
C -0.89842 -3.48413 0.82500
C -1.80028 -2.39099 0.27382
H -1.10280 -3.75475 1.86675
H -1.00362 -4.42496 0.27519
H 0.13751 -3.18635 0.78411
H -2.83515 -2.68714 0.15877
H -1.40677 -2.14493 -0.71283
H -1.86988 -1.50270 0.89141
*
```

Results
lowest unoccupied orbital energy	1.0248	eV
SMILES string	Cc1ccccc1.CC
ΔE to the lowest compared entry with this formula, charge and spin	0.337	eV
E_HOMO	-9.031	eV
HOMO-LUMO gap	10.1	eV